Record 1
C42H58MgN8O5 | the ωB97M-V functional and the def2-TZVPD basis

Calculated values
- Lowest unoccupied orbital energy: -0.455 eV
- Energy above the lowest of the compared OMol25 structures with the same formula, charge and spin: 0.00 kJ/mol
- Kohn-Sham gap: 6.47 eV
- Calculated total energy: -2649.57774 Ha
- HOMO: -6.92 eV

```
! RIJCOSX wB97M-V def2-TZVPD def2/J DEFGRID3
* xyz 0 1
Mg -0.253 1.419 0.232
C 2.704 -0.674 -0.363
C 2.557 -0.727 1.059
C 2.184 0.561 1.488
C 1.988 1.362 0.284
C 2.388 0.578 -0.838
C 2.670 1.122 -2.223
C 2.635 0.014 -3.278
C 1.667 2.213 -2.610
C 4.076 1.745 -2.215
C 2.201 1.227 2.878
C 3.437 0.811 3.689
C 2.326 2.756 2.740
C 0.927 0.955 3.690
C 2.818 -2.056 1.782
C 2.498 -3.239 0.844
C 1.961 -2.283 3.031
C 4.309 -2.184 2.141
H 3.012 -1.506 -0.981
H 2.189 2.429 0.273
H 1.670 -0.501 -3.290
H 3.413 -0.728 -3.094
H 2.806 0.434 -4.273
H 0.644 1.835 -2.603
H 1.879 2.592 -3.613
H 1.730 3.058 -1.919
H 4.821 0.993 -1.954
H 4.138 2.548 -1.479
H 4.325 2.157 -3.197
H 4.339 0.913 3.085
H 3.396 -0.208 4.058
H 3.535 1.465 4.560
H 3.248 3.026 2.221
H 2.361 3.200 3.737
H 1.486 3.201 2.215
H 0.780 -0.105 3.878
H 0.043 1.325 3.166
H 0.975 1.468 4.655
H 1.509 -3.144 0.388
H 2.515 -4.171 1.413
H 3.232 -3.332 0.043
H 0.899 -2.168 2.800
H 2.194 -1.607 3.846
H 2.116 -3.299 3.401
H 4.920 -2.018 1.252
H 4.526 -3.185 2.525
H 4.612 -1.460 2.893
O -6.842 -0.265 -0.069
C -6.992 1.137 -0.185
N -5.670 1.649 -0.417
C -5.444 2.758 -1.155
O -6.337 3.427 -1.643
C -4.004 3.146 -1.335
C -3.717 4.445 -1.736
C -2.395 4.823 -1.872
C -1.406 3.891 -1.609
N -1.663 2.631 -1.253
C -2.946 2.280 -1.117
H -7.713 -0.672 -0.052
H -7.414 1.553 0.737
H -7.619 1.428 -1.029
H -4.915 1.180 0.055
H -4.536 5.128 -1.915
H -2.124 5.828 -2.162
H -0.360 4.156 -1.696
H -3.111 1.247 -0.833
C -2.147 -1.019 2.904
C -3.222 -1.908 3.581
N -3.761 -2.872 2.620
C -4.443 -2.141 1.550
C -3.489 -1.083 0.937
N -2.130 -1.262 1.453
C -1.736 -2.663 1.230
C -2.644 -3.618 2.045
H -1.147 -1.231 3.286
H -2.347 0.038 3.074
H -4.053 -1.304 3.952
H -2.809 -2.456 4.430
H -5.338 -1.670 1.959
H -4.767 -2.862 0.796
H -3.797 -0.071 1.217
H -3.465 -1.153 -0.156
H -0.684 -2.775 1.504
H -1.829 -2.870 0.164
H -2.093 -4.088 2.862
H -3.042 -4.415 1.414
O -1.845 1.704 1.502
N -1.677 2.977 1.520
O -2.571 3.736 1.789
O -0.515 3.344 1.199
N -0.599 -4.744 -3.814
C -1.119 -5.615 -4.748
C -0.775 -6.912 -5.118
C -1.541 -7.493 -6.108
C -2.609 -6.809 -6.712
C -2.940 -5.523 -6.343
C -2.178 -4.917 -5.343
N -2.289 -3.655 -4.788
C -1.343 -3.593 -3.894
C -1.087 -2.425 -3.045
C -0.296 -2.488 -1.906
C -0.114 -1.343 -1.148
N -0.656 -0.165 -1.456
C -1.406 -0.110 -2.564
C -1.652 -1.197 -3.376
H 0.203 -4.897 -3.231
H 0.049 -7.441 -4.657
H -1.315 -8.502 -6.428
H -3.181 -7.307 -7.483
H -3.759 -4.989 -6.805
H 0.172 -3.405 -1.573
H 0.506 -1.360 -0.266
H -1.794 0.861 -2.835
H -2.267 -1.103 -4.259
*
```

Record 2
C10H13NO4 | the ωB97M-V functional and the def2-TZVPD basis

Calculated values
- Lowest unoccupied orbital energy (spin up / spin down): -1.082 / -1.078 eV
- Energy above the lowest of the compared OMol25 structures with the same formula, charge and spin: 840.40 kJ/mol
- Kohn-Sham gap (spin up / spin down): 7.50 / 7.51 eV
- Calculated total energy: -744.24645 Ha
- HOMO (spin up / spin down): -8.58 / -8.59 eV

```
! RIJCOSX wB97M-V def2-TZVPD def2/J DEFGRID3
* xyz 0 1
C 1.100 0.057 0.040
C -2.138 1.654 1.568
C -1.806 2.247 0.152
C -1.854 -1.234 -1.155
C -2.461 -1.688 0.111
C -0.063 -0.558 0.703
C -1.718 0.821 0.407
C -1.404 -0.576 0.095
C 3.341 -0.286 -1.972
C 3.413 0.069 -0.496
N 0.014 -0.917 2.071
O 1.069 -0.666 2.639
O 0.903 1.119 -0.578
O -0.982 -1.494 2.542
O 2.307 -0.551 0.295
H -1.761 1.897 2.570
H -3.254 1.713 1.772
H -2.372 2.537 -0.749
H -0.875 2.854 0.175
H -1.200 -1.738 -1.798
H -2.533 -0.678 -1.833
H -3.362 -1.315 0.435
H -2.144 -2.725 0.440
H 3.387 -1.395 -2.017
H 2.347 0.081 -2.474
H 4.210 0.049 -2.602
H 3.443 1.040 -0.281
H 4.393 -0.314 -0.061
*
```

Record 3
CH5N2S | the ωB97M-V functional and the def2-TZVPD basis

Calculated values
- Lowest unoccupied orbital energy: -6.552 eV
- Energy above the lowest of the compared OMol25 structures with the same formula, charge and spin: 227.06 kJ/mol
- Kohn-Sham gap: 8.21 eV
- Calculated total energy: -548.45103 Ha
- HOMO: -14.76 eV

```
! RIJCOSX wB97M-V def2-TZVPD def2/J DEFGRID3
* xyz 1 1
C -0.470 -0.395 -0.205
N -1.704 -0.057 -0.105
N 0.532 0.288 0.334
S 2.672 -0.471 -0.007
H -0.183 -1.331 -0.588
H -2.435 -0.672 -0.519
H -2.179 0.832 0.156
H 0.541 0.963 1.204
H 3.226 0.842 -0.271
*
```

Record 4
CH7N4 | the ωB97M-V functional and the def2-TZVPD basis

Calculated values
- Lowest unoccupied orbital energy: -3.685 eV
- Energy above the lowest of the compared OMol25 structures with the same formula, charge and spin: 131.88 kJ/mol
- Kohn-Sham gap: 10.96 eV
- Calculated total energy: -260.97459 Ha
- HOMO: -14.64 eV

```
! RIJCOSX wB97M-V def2-TZVPD def2/J DEFGRID3
* xyz 1 1
C 2.971 -0.008 0.069
N 3.818 0.661 0.580
N 0.672 -0.844 -0.334
N 1.945 -0.379 -0.488
N -1.851 0.314 0.342
H -0.249 -0.193 -0.108
H 4.712 0.288 0.881
H 0.606 -1.518 0.429
H 0.508 -1.194 -1.218
H -2.060 1.000 1.094
H -1.935 0.577 -0.688
H -2.607 -0.471 0.446
*
```

Record 5
C12H14ClN2 | the ωB97M-V functional and the def2-TZVPD basis

Calculated values
- Lowest unoccupied orbital energy: -5.335 eV
- Energy above the lowest of the compared OMol25 structures with the same formula, charge and spin: 8.02 kJ/mol
- Kohn-Sham gap: 3.91 eV
- Calculated total energy: -1035.07276 Ha
- HOMO: -9.25 eV

```
! RIJCOSX wB97M-V def2-TZVPD def2/J DEFGRID3
* xyz 1 1
C -0.867 -2.188 -4.333
N -0.698 -1.624 -2.963
C -1.750 -0.931 -2.451
C -1.563 -0.290 -1.246
C -0.328 -0.325 -0.625
C 0.739 -0.944 -1.223
C 0.518 -1.669 -2.396
C -0.048 0.470 0.600
C 0.815 -0.054 1.564
C 1.110 0.583 2.730
N 0.427 1.723 3.013
C -0.445 2.248 2.141
C -0.694 1.676 0.888
C 0.734 2.476 4.253
H -1.130 -3.240 -4.225
H 0.088 -2.101 -4.839
H -1.676 -1.700 -4.865
H -2.635 -0.756 -3.040
H -2.405 0.165 -0.743
H 1.764 -0.931 -0.881
H 1.291 -2.077 -3.031
H 1.266 -1.031 1.392
H 1.675 0.122 3.527
H -0.897 3.167 2.485
H -1.329 2.177 0.174
H 1.649 2.034 4.640
H -0.046 2.256 4.979
H 0.880 3.533 4.065
Cl 3.555 -2.769 0.409
*
```

Record 6
C6H8CoO6 | the ωB97M-V functional and the def2-TZVPD basis

Calculated values
- Lowest unoccupied orbital energy (spin up / spin down): -3.714 / -5.254 eV
- Energy above the lowest of the compared OMol25 structures with the same formula, charge and spin: 0.00 kJ/mol
- Kohn-Sham gap (spin up / spin down): 9.20 / 9.08 eV
- Calculated total energy: -2067.31276 Ha
- <S²>: 6.0109
- HOMO (spin up / spin down): -12.92 / -14.33 eV

```
! RIJCOSX wB97M-V def2-TZVPD def2/J DEFGRID3
* xyz 1 5
O 2.031 0.148 -0.218
Co 1.694 2.071 -0.258
O 3.528 1.638 0.222
C 3.365 0.374 0.169
O 4.114 -0.542 0.398
C 1.495 -1.183 -0.259
C 0.240 -1.192 -1.042
H 2.262 -1.834 -0.713
H 1.333 -1.530 0.771
H 0.168 -0.595 -1.952
H -0.443 -2.031 -0.906
O -2.123 1.321 -0.616
C -0.966 1.466 -0.036
C -2.766 0.134 -0.095
O -0.083 2.200 -0.470
O -0.839 0.744 1.045
C -2.036 -0.039 1.243
H -3.883 0.094 0.129
H -1.732 -1.070 1.445
H -2.579 0.363 2.105
H -2.781 -0.537 -0.960
*
```

Record 7
C2H7N3 | the ωB97M-V functional and the def2-TZVPD basis

Calculated values
- Lowest unoccupied orbital energy: 1.032 eV
- Energy above the lowest of the compared OMol25 structures with the same formula, charge and spin: 272.58 kJ/mol
- Structure (SMILES): [H]/N=C(/C)NN
- Kohn-Sham gap: 10.23 eV
- Calculated total energy: -244.57155 Ha
- HOMO: -9.20 eV

```
! RIJCOSX wB97M-V def2-TZVPD def2/J DEFGRID3
* xyz 0 1
H 0.250 -0.692 -1.871
N -0.437 -0.779 -1.117
C -0.405 -0.221 -0.024
C -1.087 -0.928 1.228
N 0.375 0.824 0.361
N 1.418 1.096 -0.591
H -1.149 -0.494 2.317
H -2.274 -1.057 1.170
H -0.689 -1.930 1.528
H 0.402 1.198 1.441
H 1.816 0.267 -1.040
H 1.108 1.618 -1.341
*
```

Record 8
CH3FNO | the ωB97M-V functional and the def2-TZVPD basis

Calculated values
- Lowest unoccupied orbital energy (spin up / spin down): 4.813 / 4.813 eV
- Energy above the lowest of the compared OMol25 structures with the same formula, charge and spin: 465.04 kJ/mol
- Kohn-Sham gap (spin up / spin down): 7.46 / 7.46 eV
- Calculated total energy: -269.58929 Ha
- HOMO (spin up / spin down): -2.65 / -2.65 eV

```
! RIJCOSX wB97M-V def2-TZVPD def2/J DEFGRID3
* xyz -1 1
C -0.676 -0.069 0.003
N 0.741 0.172 0.513
O 1.557 -1.157 -0.338
F 1.286 1.279 -0.107
H -1.009 -0.598 0.838
H -1.221 0.856 0.111
H -0.677 -0.483 -1.021
*
```